1.
{
  "formula": "C57H143N9O19",
  "method": "wB97M-V/def2-TZVPD",
  "e_above_lowest_kcal_mol": 194.48,
  "smiles": "COCCNCCOC.COCCNCCOC.COCCNCCOC.COCCNCCOC.COCCNCCOC.COCCNCCOC.COCCNCCOC.COCCNCCOC.COCCNCCOC.CC(C)O",
  "e_homo_ev": -8.01,
  "spin_multiplicity": 1,
  "e_lumo_ev": 0.59,
  "elements": ["C", "O", "C", "C", "N", "C", "C", "O", "C", "H", "H", "H", "H", "H", "H", "H", "H", "H", "H", "H", "H", "H", "H", "H", "C", "O", "C", "C", "N", "C", "C", "O", "C", "H", "H", "H", "H", "H", "H", "H", "H", "H", "H", "H", "H", "H", "H", "H", "C", "O", "C", "C", "N", "C", "C", "O", "C", "H", "H", "H", "H", "H", "H", "H", "H", "H", "H", "H", "H", "H", "H", "H", "C", "O", "C", "C", "N", "C", "C", "O", "C", "H", "H", "H", "H", "H", "H", "H", "H", "H", "H", "H", "H", "H", "H", "H", "C", "O", "C", "C", "N", "C", "C", "O", "C", "H", "H", "H", "H", "H", "H", "H", "H", "H", "H", "H", "H", "H", "H", "H", "C", "O", "C", "C", "N", "C", "C", "O", "C", "H", "H", "H", "H", "H", "H", "H", "H", "H", "H", "H", "H", "H", "H", "H", "C", "O", "C", "C", "N", "C", "C", "O", "C", "H", "H", "H", "H", "H", "H", "H", "H", "H", "H", "H", "H", "H", "H", "H", "C", "O", "C", "C", "N", "C", "C", "O", "C", "H", "H", "H", "H", "H", "H", "H", "H", "H", "H", "H", "H", "H", "H", "H", "C", "O", "C", "C", "N", "C", "C", "O", "C", "H", "H", "H", "H", "H", "H", "H", "H", "H", "H", "H", "H", "H", "H", "H", "C", "C", "C", "O", "H", "H", "H", "H", "H", "H", "H", "H"],
  "positions_angstrom": [[-2.06310, 1.72781, 4.23432], [-0.88151, 2.42942, 4.38599], [0.21887, 1.58849, 4.25135], [1.43563, 2.42462, 4.44371], [1.51845, 2.95952, 5.79772], [2.75219, 3.80125, 5.83264], [2.92167, 4.65516, 7.06268], [1.91424, 5.61807, 7.04809], [1.99371, 6.36453, 8.24476], [-2.15139, 0.87822, 4.91145], [-2.30797, 1.37208, 3.23353], [-2.90088, 2.38127, 4.47765], [0.13097, 1.15016, 3.25725], [0.08841, 0.68341, 4.84458], [1.37872, 3.19046, 3.67017], [2.27967, 1.76026, 4.25848], [0.79194, 3.63843, 5.97481], [2.89684, 4.42301, 4.94913], [3.68387, 3.25136, 5.69965], [3.92761, 5.06274, 6.96231], [2.95966, 3.95804, 7.89975], [2.91118, 6.94446, 8.34491], [1.87928, 5.76537, 9.14810], [1.22393, 7.13578, 8.21821], [-3.40539, 0.56475, -4.62024], [-2.90217, 1.91653, -4.87394], [-1.70319, 2.33890, -4.21970], [-1.36027, 3.84220, -4.53256], [-0.79198, 3.75373, -5.91113], [-0.94851, 4.98920, -6.67696], [-0.07263, 5.04409, -7.95053], [-0.81287, 4.39170, -9.00659], [-0.19852, 4.45572, -10.32796], [-3.84473, 0.46337, -3.62786], [-2.66153, -0.22600, -4.71761], [-4.31458, 0.49048, -5.21687], [-0.90246, 1.63239, -4.43827], [-1.76497, 2.24729, -3.13531], [-0.71492, 4.41319, -3.86505], [-2.25088, 4.46987, -4.50171], [-1.28107, 2.96952, -6.31845], [-0.62361, 5.81837, -6.04846], [-2.00369, 4.95711, -6.94839], [0.97399, 4.78263, -7.79460], [0.09770, 6.10633, -8.12583], [-0.81686, 3.73910, -10.86853], [0.87763, 4.32092, -10.43670], [-0.23716, 5.46512, -10.73750], [3.00254, -0.68823, -4.77358], [3.35934, -1.34019, -3.54732], [3.87726, -0.48356, -2.44594], [4.16568, -1.45478, -1.34724], [4.99853, -2.57288, -1.74920], [5.08510, -3.58082, -0.68564], [5.91407, -4.83840, -0.94163], [5.24392, -5.78754, -1.77692], [6.04526, -6.87908, -2.11344], [2.18499, 0.02188, -4.64926], [2.67558, -1.45947, -5.47099], [3.90803, -0.28041, -5.22289], [3.08308, 0.23368, -2.23871], [4.81283, -0.00275, -2.73165], [3.15327, -1.83354, -1.20697], [4.58478, -0.87482, -0.52498], [5.27301, -2.74172, -2.70641], [4.07668, -3.84449, -0.36681], [5.60125, -3.25897, 0.21884], [6.13853, -5.30008, 0.01992], [6.83634, -4.54161, -1.44105], [5.48125, -7.61027, -2.69252], [6.58557, -7.25872, -1.24624], [6.67490, -6.46785, -2.90246], [-8.40833, -6.99263, 2.53039], [-8.16719, -6.63572, 1.22415], [-9.18690, -5.93643, 0.54423], [-8.62038, -5.50432, -0.83947], [-7.79037, -4.27740, -0.74622], [-6.47054, -4.57424, -0.14582], [-5.25216, -3.85612, -0.75673], [-5.01019, -4.43417, -2.06483], [-3.70178, -4.24809, -2.54947], [-8.59699, -6.13136, 3.17127], [-7.51976, -7.55742, 2.81246], [-9.32543, -7.56795, 2.65703], [-9.69905, -5.15309, 1.10297], [-9.95662, -6.66725, 0.29617], [-9.39438, -5.39011, -1.59841], [-8.18478, -6.31610, -1.42201], [-7.61656, -3.67549, -1.53843], [-6.21243, -5.63098, -0.07673], [-6.52820, -4.25786, 0.89566], [-4.45831, -4.29411, -0.15170], [-5.41852, -2.77918, -0.73168], [-3.21780, -3.33777, -2.19563], [-3.53952, -4.26529, -3.62719], [-2.94302, -4.98239, -2.27896], [-5.75523, -10.21095, -0.96171], [-4.87786, -9.12271, -1.20975], [-4.39251, -8.50484, -0.04111], [-3.37279, -7.37264, -0.30874], [-2.05252, -7.78704, -0.72430], [-1.19858, -6.99256, -1.51327], [-0.83217, -5.79045, -0.64447], [0.00092, -4.87055, -1.35428], [0.78063, -4.06272, -0.53848], [-6.72238, -9.75926, -0.74107], [-5.43582, -10.83340, -0.12587], [-5.88818, -10.91245, -1.78531], [-3.97918, -9.28790, 0.59457], [-5.23159, -8.07589, 0.50666], [-3.42409, -6.76738, 0.59632], [-3.91597, -6.85314, -1.09816], [-2.08580, -8.70411, -1.14618], [-1.71477, -6.61619, -2.39644], [-0.28953, -7.57038, -1.68017], [-0.40744, -6.14800, 0.29354], [-1.71765, -5.21383, -0.37703], [1.05095, -3.03478, -0.78006], [1.70576, -4.44432, -0.10648], [0.12211, -3.77864, 0.28234], [1.19092, -7.29627, 4.68781], [1.43841, -5.87914, 4.53167], [0.27703, -5.13726, 4.49780], [0.57966, -3.66455, 4.21669], [0.90351, -3.51107, 2.77142], [1.35661, -2.15549, 2.44513], [2.71212, -1.80437, 3.14881], [2.96970, -0.38713, 3.25112], [4.33735, 0.03089, 3.37678], [2.01905, -8.00410, 4.65204], [0.59075, -7.58170, 3.82385], [0.68395, -7.52315, 5.62569], [-0.26824, -5.10261, 5.44098], [-0.47706, -5.31087, 3.73014], [1.46453, -3.43470, 4.81021], [-0.23437, -3.10316, 4.67528], [1.32768, -4.30638, 2.31572], [0.58109, -1.39586, 2.54322], [1.56151, -2.21118, 1.37601], [3.58576, -2.26281, 2.68547], [2.90778, -2.17557, 4.15481], [4.93729, -0.36407, 2.55692], [4.69095, -0.24239, 4.37096], [4.37782, 1.11227, 3.24611], [-2.01644, 8.62432, 0.83894], [-2.16213, 7.28726, 1.32823], [-2.09509, 7.17480, 2.75586], [-0.73406, 7.71459, 3.21399], [0.38126, 7.04089, 2.39760], [0.82516, 5.73651, 2.70057], [1.67685, 5.26380, 1.58850], [1.12797, 5.22897, 0.33212], [0.27790, 4.15707, 0.04934], [-2.78831, 9.33512, 1.13402], [-2.17236, 8.65904, -0.23930], [-1.06363, 9.05131, 1.15187], [-2.39043, 6.13585, 2.90237], [-2.84081, 7.73201, 3.32289], [-0.53675, 7.35525, 4.22396], [-0.67188, 8.78995, 3.04719], [0.07892, 6.86989, 1.44921], [0.09236, 5.01857, 3.06890], [1.46098, 5.77137, 3.58522], [2.20662, 4.33580, 1.80358], [2.51648, 5.93643, 1.41335], [-0.59875, 4.14103, 0.69689], [0.90234, 3.26640, 0.11915], [-0.22385, 4.21374, -0.91664], [-4.43967, 5.86857, -4.15437], [-4.03503, 5.28660, -2.88357], [-3.97868, 6.19430, -1.84151], [-3.64287, 5.51846, -0.53973], [-4.69420, 4.57694, -0.20505], [-4.20675, 3.42451, 0.57761], [-5.27123, 2.25114, 0.45824], [-4.58830, 1.12984, 1.05709], [-5.19320, -0.06625, 0.58650], [-5.46641, 6.23173, -4.10944], [-4.45495, 5.06326, -4.88878], [-3.78722, 6.70762, -4.39602], [-4.93120, 6.70859, -1.71381], [-3.16101, 6.91013, -1.92567], [-3.70595, 6.23000, 0.28358], [-2.65682, 5.05715, -0.59450], [-4.92562, 4.15507, -1.09307], [-3.99526, 3.67865, 1.61625], [-3.23595, 3.19745, 0.13705], [-5.66508, 2.19486, -0.55655], [-6.13742, 2.57388, 1.03586], [-6.15977, -0.36987, 0.98857], [-4.51669, -0.91823, 0.65396], [-5.33971, -0.06962, -0.49361], [12.89348, 1.14903, -1.40457], [11.58570, 1.08242, -1.83468], [10.71036, 1.34676, -0.71703], [9.30325, 1.32468, -1.33151], [8.38282, 1.81830, -0.26230], [7.08690, 1.73514, -0.83342], [5.97982, 1.83375, 0.30005], [4.73539, 1.75880, -0.37562], [3.62258, 2.17723, 0.37844], [13.09920, 0.59352, -0.48959], [13.18976, 2.18997, -1.27507], [13.57327, 0.69833, -2.12765], [10.91183, 2.29830, -0.22502], [10.60007, 0.61976, 0.08759], [9.08957, 0.33592, -1.73745], [9.46943, 2.05619, -2.12233], [8.67395, 2.68612, 0.16459], [6.96012, 0.78531, -1.35288], [7.08203, 2.49882, -1.61115], [6.12943, 2.75032, 0.87067], [6.15169, 1.01167, 0.99485], [2.80636, 2.13559, -0.34277], [3.84238, 3.15901, 0.79785], [3.50772, 1.40732, 1.14142], [-1.35013, -1.11493, -0.11822], [-0.64161, 0.27549, 0.06533], [0.32220, 0.61528, -1.10257], [-1.63482, 1.25861, 0.14506], [-2.33259, -0.98473, -0.57201], [-1.36614, -1.68240, 0.81228], [-0.84067, -1.68668, -0.89388], [-0.02264, 0.23916, 0.96180], [-0.30087, 0.62995, -1.99680], [1.02146, -0.19673, -1.30200], [0.78930, 1.59236, -0.97915], [-2.45710, 0.85094, 0.42657]],
  "lowdin_charge": [-0.1283, -0.1686, -0.2446, -0.2065, 0.0025, -0.2230, -0.2668, -0.1597, -0.1168, 0.0882, 0.0791, 0.0894, 0.1067, 0.1240, 0.0987, 0.1028, 0.1001, 0.1011, 0.1133, 0.1230, 0.1273, 0.0848, 0.0888, 0.0863, -0.0693, -0.2015, -0.2096, -0.1579, -0.0784, -0.1972, -0.2157, -0.1926, -0.0928, 0.0666, 0.0846, 0.0842, 0.1093, 0.0972, 0.1102, 0.0732, 0.0923, 0.1177, 0.1204, 0.1170, 0.1025, 0.0869, 0.0774, 0.0740, -0.0989, -0.2197, -0.1794, -0.2275, -0.0363, -0.1986, -0.2147, -0.1990, -0.1287, 0.0775, 0.0814, 0.0820, 0.1021, 0.1149, 0.0990, 0.1122, 0.1223, 0.0998, 0.1065, 0.1173, 0.1211, 0.0875, 0.0885, 0.0836, -0.1321, -0.2156, -0.2002, -0.1869, -0.0425, -0.2097, -0.1756, -0.1785, -0.1186, 0.0862, 0.0930, 0.0840, 0.1248, 0.1126, 0.1076, 0.1130, 0.0999, 0.1001, 0.1106, 0.1120, 0.1095, 0.0801, 0.0916, 0.0422, -0.1032, -0.1863, -0.2268, -0.1906, -0.0752, -0.2114, -0.2116, -0.1591, -0.1545, 0.0846, 0.0813, 0.0851, 0.1175, 0.1104, 0.1157, 0.1093, 0.1157, 0.1109, 0.1338, 0.1250, 0.1037, 0.0622, 0.0813, 0.0550, -0.0775, -0.1630, -0.2890, -0.1903, -0.0483, -0.1662, -0.1707, -0.2330, -0.0999, 0.0822, 0.0827, 0.0842, 0.1186, 0.1215, 0.0975, 0.1211, 0.1035, 0.1005, 0.0928, 0.1086, 0.1053, 0.0734, 0.0922, 0.0704, -0.0919, -0.2384, -0.1953, -0.1299, -0.0385, -0.2675, -0.2647, -0.1679, -0.0841, 0.0879, 0.0830, 0.0769, 0.1214, 0.1141, 0.1163, 0.0970, 0.0831, 0.1125, 0.1111, 0.0972, 0.1362, 0.0867, 0.0589, 0.0867, -0.0705, -0.1953, -0.2591, -0.2175, -0.0663, -0.1678, -0.1665, -0.1889, -0.1317, 0.0826, 0.0843, 0.0888, 0.1289, 0.1180, 0.1090, 0.1088, 0.0825, 0.1155, 0.0892, 0.1155, 0.1184, 0.0918, 0.0665, 0.0772, -0.1575, -0.1694, -0.2269, -0.1934, -0.0795, -0.2207, -0.1846, -0.2203, -0.0730, 0.0862, 0.0873, 0.0867, 0.1182, 0.1212, 0.1282, 0.1169, 0.1143, 0.1081, 0.1202, 0.1150, 0.1034, 0.0725, 0.0861, 0.0778, -0.0209, -0.4459, -0.0225, -0.0525, 0.0665, 0.0763, 0.0611, 0.1023, 0.0695, 0.0650, 0.0437, 0.0465]
}



2.
{
  "formula": "C43H36AuP2SeSi",
  "method": "wB97M-V/def2-TZVPD",
  "e_above_lowest_kcal_mol": 0.00,
  "e_homo_ev": -10.41,
  "charge": 1,
  "spin_multiplicity": 1,
  "e_lumo_ev": -3.54,
  "elements": ["Au", "C", "Si", "C", "C", "C", "C", "C", "C", "P", "C", "C", "C", "C", "C", "C", "C", "C", "C", "C", "C", "C", "C", "C", "C", "C", "C", "C", "P", "C", "C", "C", "C", "C", "C", "C", "C", "C", "C", "C", "C", "H", "H", "H", "H", "H", "H", "H", "H", "H", "H", "H", "H", "H", "H", "H", "H", "H", "H", "H", "H", "H", "H", "H", "H", "H", "H", "H", "H", "H", "H", "H", "Se", "C", "C", "C", "C", "C", "C", "H", "H", "H", "H", "H"],
  "positions_angstrom": [[0.16167, -0.33297, -0.37076], [2.21798, -3.30439, 0.35108], [1.55036, -1.69336, 0.98678], [2.87772, -0.51289, 1.56936], [4.09252, -1.05223, 1.99831], [5.03909, -0.25785, 2.62880], [4.76584, 1.07991, 2.87687], [3.56513, 1.63149, 2.45664], [2.63802, 0.85471, 1.76768], [1.05442, 1.53995, 1.17832], [0.28641, 2.08637, 2.73942], [-0.34624, 3.31594, 2.88273], [-0.90274, 3.67319, 4.10500], [-0.83331, 2.80876, 5.18500], [-0.21365, 1.57288, 5.04341], [0.34177, 1.21231, 3.82860], [1.33340, 3.05463, 0.22678], [2.53320, 3.75247, 0.14908], [2.60414, 4.92623, -0.58822], [1.48773, 5.40772, -1.25281], [0.29416, 4.70003, -1.20334], [0.22075, 3.52496, -0.47470], [0.33950, -2.08172, 2.38550], [0.88107, -2.70174, 3.51471], [0.06595, -3.15300, 4.54119], [-1.31337, -3.01833, 4.44536], [-1.86987, -2.40120, 3.33758], [-1.04860, -1.90621, 2.32672], [-1.73420, -1.03828, 0.89431], [-2.96065, -2.15540, 0.17650], [-4.32863, -1.92868, 0.28056], [-5.22135, -2.84039, -0.26741], [-4.75184, -3.97290, -0.91359], [-3.38432, -4.19964, -1.02087], [-2.49116, -3.29073, -0.48382], [-2.63672, 0.43040, 1.44477], [-2.88464, 0.75818, 2.77213], [-3.56757, 1.92709, 3.08124], [-4.01237, 2.76557, 2.07117], [-3.76758, 2.44389, 0.74242], [-3.07535, 1.28617, 0.43212], [2.56711, -3.91283, 1.18989], [3.03032, -3.15387, -0.35646], [1.42665, -3.86475, -0.14843], [4.30839, -2.10264, 1.84107], [5.97889, -0.68806, 2.94858], [5.48635, 1.69308, 3.40101], [3.34385, 2.66741, 2.68068], [-0.39202, 4.00595, 2.05058], [-1.38061, 4.63807, 4.21235], [-1.25493, 3.09786, 6.13849], [-0.15076, 0.89588, 5.88543], [0.83535, 0.25227, 3.73279], [3.42481, 3.37447, 0.62739], [3.54336, 5.46025, -0.64916], [1.54939, 6.32540, -1.82252], [-0.57561, 5.06075, -1.73609], [-0.71130, 2.97052, -0.43928], [1.95422, -2.83852, 3.59895], [0.50433, -3.62813, 5.40858], [-1.95263, -3.39892, 5.23039], [-2.94660, -2.31268, 3.25257], [-4.70126, -1.04697, 0.78624], [-6.28517, -2.66174, -0.18778], [-5.45009, -4.67978, -1.34056], [-3.01752, -5.07956, -1.53159], [-1.42388, -3.45728, -0.58475], [-2.53263, 0.12191, 3.57211], [-3.75028, 2.18063, 4.11655], [-4.54597, 3.67382, 2.31758], [-4.11609, 3.09439, -0.04925], [-2.89072, 1.03342, -0.60808], [1.70882, -0.83009, -2.13996], [2.97688, 0.61795, -2.05838], [4.14921, 0.49067, -1.32274], [5.10296, 1.49849, -1.35957], [4.89837, 2.62337, -2.14553], [3.72601, 2.74986, -2.87804], [2.76101, 1.75672, -2.82854], [4.33040, -0.40206, -0.73596], [6.01721, 1.38951, -0.79078], [5.65380, 3.39666, -2.19272], [3.56034, 3.62480, -3.49232], [1.84985, 1.85414, -3.40470]],
  "lowdin_charge": [0.4017, -0.2008, 0.5022, -0.3117, -0.0925, -0.0522, -0.0464, -0.0767, -0.3671, 1.0422, -0.3351, -0.0729, -0.0775, -0.0787, -0.0696, -0.0959, -0.3648, -0.0786, -0.0732, -0.0668, -0.0664, -0.1207, -0.2919, -0.0877, -0.0517, -0.0505, -0.0761, -0.3615, 0.9539, -0.3529, -0.0761, -0.0646, -0.0645, -0.0657, -0.0921, -0.3807, -0.0790, -0.0704, -0.0634, -0.0692, -0.1274, 0.0435, 0.0281, 0.0389, 0.1058, 0.1137, 0.1143, 0.1153, 0.1020, 0.1125, 0.1098, 0.1102, 0.0942, 0.0912, 0.1138, 0.1105, 0.1094, 0.0873, 0.1089, 0.1141, 0.1143, 0.1179, 0.1050, 0.1109, 0.1110, 0.1109, 0.0968, 0.0962, 0.1124, 0.1119, 0.1113, 0.1073, 0.6844, -0.6287, -0.1360, -0.0766, -0.0877, -0.0901, -0.1371, 0.0895, 0.1077, 0.1081, 0.1106, 0.0998]
}